Here is a cluster of 16 separate species, H32O16 in total at a distorted geometry from OMol25. Energies are from the ωB97M-V functional and the def2-TZVPD basis.

XYZ file:
```
48
Properties=species:S:1:pos:R:3:nbo_charge:R:1
O -0.038 5.116 3.333 -0.961
H -0.729 4.736 3.836 0.472
H 0.245 4.458 2.563 0.489
O 4.139 0.780 -4.523 -0.950
H 4.644 0.173 -3.930 0.476
H 3.525 0.212 -5.056 0.474
O 2.418 -4.360 2.242 -0.986
H 2.805 -3.910 1.388 0.497
H 2.881 -4.226 3.081 0.490
O -1.721 -0.953 0.179 -0.997
H -1.091 -0.688 0.868 0.497
H -1.380 -0.981 -0.685 0.477
O -3.215 5.400 0.083 -0.937
H -2.412 4.984 -0.342 0.467
H -3.178 5.050 0.990 0.471
O 1.399 -2.187 -0.660 -0.994
H 0.913 -3.107 -0.706 0.527
H 0.956 -1.441 -1.098 0.450
O 0.727 0.452 0.527 -0.966
H 0.807 -0.267 -0.061 0.466
H 0.305 1.252 0.137 0.505
O 0.980 -1.032 2.652 -0.957
H 0.842 -0.932 1.751 0.477
H 1.529 -0.217 2.929 0.484
O 2.493 3.491 3.200 -0.958
H 2.599 4.428 3.404 0.485
H 3.357 3.151 2.844 0.473
O -3.840 -3.505 -2.231 -0.930
H -3.955 -3.971 -1.390 0.470
H -3.930 -2.653 -1.950 0.463
O -0.449 -4.110 -1.130 -0.969
H -1.333 -4.266 -1.507 0.508
H 0.065 -4.931 -1.321 0.484
O -3.083 -1.281 2.965 -0.974
H -2.490 -1.924 3.404 0.489
H -2.664 -1.324 2.005 0.479
O 1.389 4.920 -1.638 -0.951
H 1.060 5.420 -2.420 0.475
H 2.092 4.280 -1.990 0.477
O -0.576 -3.146 3.165 -0.990
H 0.424 -2.761 3.272 0.511
H -0.408 -3.675 2.335 0.468
O -1.048 0.203 -2.010 -0.952
H -0.837 -0.462 -2.536 0.469
H -2.085 0.460 -2.142 0.503
O -0.765 0.759 -4.831 -0.931
H -1.412 1.369 -4.590 0.461
H 0.046 1.218 -4.406 0.471
```

Orbital gap ... 9.5 eV
E_tot ... -33276.3050 eV